CH9N4S | wB97M-V/def2-TZVPD

The geometry in ORCA input format:
```
! wB97M-V def2-TZVPD RIJCOSX def2/J DEFGRID3
* xyz 1 1
C 1.34220 -1.09262 0.15363
N 2.23895 -2.10384 0.28412
N 0.02904 -1.12907 0.19427
N 1.24906 1.68002 -0.55506
N -2.07661 0.88700 0.31297
S 2.49915 0.70352 -0.26384
H 3.25482 -1.92338 0.21990
H 1.98226 -3.02203 0.10884
H -0.62950 -0.30461 0.09049
H -0.42651 -1.95777 0.54072
H 0.93707 2.35205 0.12162
H 1.08240 1.81314 -1.52502
H -2.35061 1.88239 0.33985
H -2.22915 0.61772 -0.62151
H -2.71065 0.37021 0.92785
*
```

Strongest force on any atom: 3.7 eV Å⁻¹
E_HOMO: -13.7 eV

Atomic partial charges in e from the natural (NBO) method, atoms 1 to 4: atom 1 (C): 0.459, atom 2 (N): -0.769, atom 3 (N): -0.781, atom 4 (N): -0.980

C42H42O2P2Zr | wB97M-V/def2-TZVPD

The geometry in ORCA input format:
```
! wB97M-V def2-TZVPD RIJCOSX def2/J DEFGRID3
* xyz 2 1
Zr -1.68620 -1.53804 -0.50644
C 5.19161 1.32462 1.18845
C 4.22672 1.96262 1.85213
C 3.99945 3.45880 1.83992
C 4.35541 4.18890 0.53042
C 3.77855 3.52763 -0.70290
C 4.36289 2.58971 -1.44637
C 5.72889 1.99153 -1.21368
C 6.20994 1.92987 0.24879
C -2.99215 -1.33048 -2.34087
H 5.40537 0.27397 1.41470
H 3.66279 1.44110 2.63299
H 4.54921 3.95807 2.65815
H 2.93369 3.63617 2.04732
H 3.91466 5.19460 0.60036
H 5.43814 4.35487 0.47232
H 2.85968 4.01533 -1.04991
H 3.95143 2.33492 -2.42895
H 6.50417 2.51744 -1.79697
H 5.71517 0.96515 -1.60654
H 7.09334 1.27609 0.26015
H 6.57476 2.91096 0.56986
H -3.01667 -2.32486 -2.83638
H -2.82064 -0.61078 -3.15012
H -4.04005 -1.16597 -2.02772
P -0.08643 -0.58197 1.42052
P -0.62462 0.52754 -1.71017
C 0.71212 0.85408 0.70519
C 0.43416 1.36468 -0.52511
C -0.74949 -0.10095 3.04796
C -0.13718 0.92783 3.77866
C -0.67756 1.31669 5.00798
C -1.85144 0.71008 5.47849
C -2.47955 -0.29393 4.73176
C -1.93209 -0.70516 3.52162
C 1.24598 -1.80739 1.71313
C 1.83119 -2.42961 0.59454
C 2.69680 -3.50905 0.78088
C 3.03675 -3.91961 2.07703
C 2.50655 -3.25058 3.18936
C 1.60117 -2.20441 3.00914
C -1.67183 1.84619 -2.40348
C -2.71486 2.35096 -1.60356
C -3.54898 3.34454 -2.11431
C -3.34533 3.83047 -3.41481
C -2.31217 3.31553 -4.20900
C -1.48071 2.31239 -3.71155
C 0.43714 -0.08090 -3.07024
C 0.05698 -1.17292 -3.87447
C 0.89816 -1.58937 -4.90356
C 2.10943 -0.93038 -5.13449
C 2.49753 0.14475 -4.31638
C 1.67171 0.55113 -3.27049
H 1.47931 1.28957 1.35443
H 0.79274 2.35317 -0.84681
H 0.75697 1.41645 3.38300
H -0.17982 2.08751 5.59147
H -2.27384 1.01875 6.43207
H -3.39648 -0.76297 5.09667
H -2.41351 -1.49110 2.92816
H 1.59825 -2.07473 -0.42002
H 3.11285 -4.03404 -0.08183
H 3.71871 -4.75824 2.22525
H 2.79165 -3.54133 4.20001
H 1.15547 -1.68701 3.86069
H -2.86171 1.94923 -0.59366
H -4.35374 3.75032 -1.49882
H -3.99008 4.61514 -3.80990
H -2.14089 3.69361 -5.21575
H -0.68117 1.87976 -4.31592
H -0.90019 -1.67627 -3.70235
H 0.59740 -2.42706 -5.54128
H 2.75228 -1.24249 -5.95724
H 3.43212 0.67158 -4.50042
H 1.97019 1.36169 -2.60062
O -2.77093 -3.34544 0.00358
C -3.74464 -2.65171 0.53063
O -3.51333 -1.35149 0.58759
C -4.99991 -3.24213 0.94221
C -6.07113 -2.41375 1.30733
C -7.34096 -2.97603 1.47414
C -7.51565 -4.35112 1.31343
C -6.42719 -5.18281 1.00280
C -5.15697 -4.63153 0.82540
H -5.89455 -1.34694 1.42545
H -8.19099 -2.32775 1.71819
H -8.51567 -4.77548 1.42523
H -6.56410 -6.26231 0.88519
H -4.28409 -5.23591 0.56834
*
```

Strongest force on any atom: 4.1 eV Å⁻¹
E_HOMO: -13.0 eV

Atomic partial charges in e from the Mulliken method, atoms 1 to 4: atom 1 (Zr): 0.452, atom 2 (C): -0.486, atom 3 (C): -0.329, atom 4 (C): -0.529

| no. | HOMO-LUMO gap (eV) | E (Eh) |
| --- | --- | --- |
| 1 | 10.05 | -660.44922 |
| 2 | 5.77 | -2505.32880 |